Entry from the OMol25 dataset: C31H24F6N11O5S2Ti as an isolated structure (ωB97M-V/def2-TZVPD).

Element x y z (Å)
Ti: 0.25 0.01 0.12
N: 0.34 -0.24 -2.05
C: -0.64 -1.28 -2.35
C: -0.73 -1.84 -3.58
C: -1.73 -2.80 -3.86
C: -2.64 -3.14 -2.90
C: -2.56 -2.57 -1.61
C: -3.47 -2.91 -0.58
C: -3.30 -2.37 0.66
C: -2.22 -1.51 0.90
N: -1.34 -1.16 -0.03
C: -1.53 -1.66 -1.32
H: -0.08 0.66 -2.28
H: 1.15 -0.33 -2.64
H: -0.04 -1.54 -4.36
H: -1.79 -3.24 -4.85
H: -3.42 -3.85 -3.12
H: -4.28 -3.60 -0.78
H: -3.98 -2.61 1.47
H: -2.04 -1.10 1.88
F: -3.02 3.08 2.30
C: -3.17 2.51 1.12
F: -3.83 3.31 0.30
F: -3.81 1.35 1.24
S: -1.52 2.13 0.42
O: -0.90 1.24 1.43
O: -1.67 1.45 -0.86
N: -0.86 3.54 0.31
S: 0.67 3.49 -0.14
O: 1.06 2.09 -0.38
O: 1.03 4.45 -1.11
C: 1.54 4.00 1.40
F: 1.33 5.28 1.59
F: 1.08 3.31 2.44
F: 2.83 3.75 1.25
C: 3.80 1.36 4.34
N: 3.13 0.95 3.10
C: 1.88 0.56 2.92
N: 1.69 0.16 1.68
C: 2.93 0.34 1.12
N: 3.83 0.81 1.94
C: 4.97 0.46 4.65
C: 6.19 0.99 5.01
C: 7.27 0.14 5.27
C: 7.13 -1.23 5.13
C: 5.90 -1.76 4.76
C: 4.82 -0.92 4.54
C: 5.75 -3.20 4.54
N: 6.56 -4.16 4.81
N: 5.94 -5.33 4.36
C: 4.82 -4.97 3.86
O: 4.62 -3.64 3.94
C: 3.77 -5.79 3.25
C: 3.80 -7.18 3.39
C: 2.80 -7.94 2.81
C: 1.77 -7.33 2.10
C: 1.74 -5.95 1.96
C: 0.58 -5.32 1.22
N: 0.90 -4.06 0.54
C: 0.81 -2.82 0.99
N: 1.24 -1.97 0.08
C: 1.64 -2.79 -0.93
N: 1.46 -4.07 -0.70
C: 2.74 -5.18 2.53
H: 3.04 1.31 5.11
H: 4.12 2.39 4.23
H: 1.12 0.59 3.70
H: 3.17 0.11 0.09
H: 6.32 2.06 5.09
H: 8.23 0.56 5.55
H: 7.97 -1.90 5.29
H: 3.87 -1.34 4.25
H: 4.60 -7.63 3.95
H: 2.81 -9.02 2.92
H: 0.99 -7.94 1.65
H: -0.24 -5.11 1.90
H: 0.22 -5.99 0.44
H: 0.43 -2.57 1.97
H: 2.08 -2.45 -1.85
H: 2.75 -4.11 2.43

Output
charge = +1
spin multiplicity = 3
highest occupied orbital energy (alpha / beta) = -9.019 / -10.947 eV
orbital gap (alpha / beta) = 5.829 / 7.735 eV
total energy = -120251.997 eV
F_max = 0.05198 hartree/bohr
ΔE to the lowest compared entry with this formula, charge and spin = 27.3 kcal per mole

***

Entry from the OMol25 dataset: C28H39AuBrN2OSSb2 as an isolated structure (ωB97M-V/def2-TZVPD).

Element x y z (Å)
Au: 0.21 -0.33 -0.14
Br: 0.48 5.35 -4.99
C: -0.04 3.83 -4.05
C: -1.26 3.21 -4.36
C: -1.64 2.08 -3.69
C: -0.80 1.54 -2.68
C: 0.42 2.19 -2.38
C: 0.80 3.32 -3.04
N: -1.12 0.40 -1.95
C: -2.23 -0.25 -2.12
C: -2.56 -1.41 -1.32
C: -3.80 -2.04 -1.50
C: -4.10 -3.15 -0.71
C: -3.17 -3.58 0.21
C: -1.96 -2.90 0.33
N: -1.66 -1.85 -0.42
H: -1.90 3.61 -5.14
H: -2.58 1.61 -3.94
H: 1.05 1.78 -1.59
H: 1.73 3.82 -2.81
H: -2.97 0.03 -2.86
H: -4.50 -1.67 -2.23
H: -5.05 -3.66 -0.83
H: -3.38 -4.43 0.85
H: -1.20 -3.21 1.03
C: 1.93 -1.81 3.72
Sb: 1.91 -0.44 2.07
C: 2.17 1.40 3.11
C: 4.00 -0.66 1.34
C: 4.35 -2.05 0.95
C: 4.76 -2.94 1.94
C: 5.10 -4.25 1.65
C: 5.04 -4.70 0.34
C: 4.66 -3.82 -0.66
C: 4.31 -2.50 -0.39
C: 3.95 -1.61 -1.52
Sb: 1.80 -1.69 -1.96
C: 1.79 -1.08 -4.02
C: 1.44 -3.79 -2.06
H: 2.78 -1.54 4.35
H: 2.03 -2.84 3.38
H: 1.01 -1.70 4.29
H: 3.11 1.36 3.65
H: 1.34 1.53 3.80
H: 2.18 2.23 2.41
H: 4.55 -0.34 2.22
H: 4.09 0.08 0.55
H: 4.84 -2.59 2.96
H: 5.42 -4.92 2.44
H: 5.31 -5.72 0.09
H: 4.66 -4.16 -1.69
H: 4.40 -1.94 -2.45
H: 4.19 -0.56 -1.37
H: 2.48 -1.73 -4.56
H: 2.12 -0.05 -4.10
H: 0.79 -1.19 -4.43
H: 2.06 -4.22 -2.84
H: 0.39 -3.96 -2.30
H: 1.67 -4.25 -1.10
C: -1.84 3.69 4.18
C: -2.14 2.55 3.22
S: -1.02 2.68 1.77
O: -0.56 1.24 1.48
C: -2.23 3.15 0.48
C: -3.42 2.23 0.31
H: -2.55 3.66 5.01
H: -1.96 4.66 3.69
H: -0.84 3.63 4.59
H: -3.17 2.57 2.88
H: -1.92 1.57 3.65
H: -1.64 3.22 -0.43
H: -2.53 4.16 0.76
H: -3.12 1.19 0.24
H: -3.95 2.50 -0.61
H: -4.14 2.33 1.11

Output
charge = +3
spin multiplicity = 3
highest occupied orbital energy (alpha / beta) = -15.164 / -15.120 eV
orbital gap (alpha / beta) = 5.435 / 2.773 eV
total energy = -132313.573 eV
F_max = 0.02679 hartree/bohr
ΔE to the lowest compared entry with this formula, charge and spin = 0.0 kcal per mole

***

Entry from the OMol25 dataset: an isolated ion of composition C9H12ClNP and charge +1 (ωB97M-V/def2-TZVPD).

Element x y z (Å)
C: 2.78 1.13 -0.66
C: 2.41 1.86 0.46
C: 1.97 0.17 -1.25
C: 1.11 1.48 0.89
C: 0.70 -0.07 -0.82
C: 0.23 0.65 0.24
C: -0.26 -1.22 -1.20
C: -0.56 -2.00 0.00
C: -1.12 0.35 0.85
N: -1.38 -1.10 0.85
P: -2.33 1.07 -0.54
Cl: -3.95 0.07 0.00
H: 3.79 1.19 -1.05
H: 3.02 2.56 1.02
H: 2.36 -0.61 -1.97
H: 0.80 2.02 1.77
H: -1.18 -0.73 -1.48
H: 0.01 -1.83 -2.00
H: -1.22 -2.91 -0.25
H: 0.44 -2.32 0.60
H: -1.25 0.75 1.87
H: -2.33 -1.15 0.58
H: -1.32 -1.55 1.84
H: -2.72 2.19 0.26

Output
charge = +1
spin multiplicity = 1
highest occupied orbital energy = -12.930 eV
SMILES = ClP[C@H]1[NH2+]CCc2ccccc21
orbital gap = 9.709 eV
total energy = -32821.606 eV
F_max = 0.08952 hartree/bohr
ΔE to the lowest compared entry with this formula, charge and spin = 1.6 kcal per mole

***

Entry from the OMol25 dataset: a 9-piece molecular cluster, C12H42N8O9 overall (ωB97M-V/def2-TZVPD).

Element x y z (Å)
C: 12.34 -17.52 24.89
C: 13.20 -17.32 23.69
O: 13.48 -15.95 23.41
H: 12.84 -17.14 25.77
H: 12.24 -18.54 25.24
H: 11.40 -17.11 24.84
H: 12.79 -17.79 22.76
H: 14.10 -17.84 23.88
H: 13.50 -15.84 22.43
C: 12.56 -22.19 21.82
C: 12.66 -20.98 22.69
O: 12.18 -19.93 21.82
H: 12.78 -23.09 22.41
H: 13.21 -22.20 20.92
H: 11.60 -22.40 21.42
H: 13.70 -20.73 23.00
H: 12.02 -20.99 23.50
H: 12.95 -19.44 21.54
C: 16.77 -15.01 22.41
C: 18.15 -15.71 22.44
O: 19.16 -15.07 21.77
H: 16.05 -15.62 22.87
H: 16.40 -14.72 21.42
H: 16.89 -14.09 23.00
H: 17.99 -16.69 22.02
H: 18.51 -15.84 23.50
H: 18.91 -15.17 20.88
C: 15.67 -19.52 17.17
O: 15.97 -19.57 18.59
N: 15.58 -20.53 16.37
N: 15.59 -18.41 16.58
H: 15.46 -21.44 16.92
H: 15.19 -20.40 15.40
H: 15.60 -17.56 17.12
H: 15.67 -18.39 15.56
C: 19.21 -18.17 19.46
O: 18.78 -18.64 20.67
N: 18.40 -18.17 18.47
N: 20.29 -17.47 19.20
H: 17.57 -18.75 18.49
H: 18.69 -17.86 17.55
H: 20.93 -17.30 19.99
H: 20.66 -17.37 18.24
C: 17.62 -14.89 19.00
O: 16.90 -13.70 18.99
N: 17.02 -16.01 19.03
N: 18.90 -15.02 18.96
H: 16.00 -16.10 18.96
H: 17.62 -16.89 18.92
H: 19.46 -14.16 18.78
H: 19.40 -15.93 19.02
C: 11.85 -20.93 18.60
O: 13.20 -20.83 18.83
N: 11.40 -21.31 17.44
N: 11.02 -20.63 19.52
H: 12.12 -21.52 16.69
H: 10.45 -21.34 17.16
H: 11.39 -20.20 20.38
H: 10.02 -20.69 19.47
C: 15.62 -18.40 21.36
O: 14.47 -18.93 20.76
H: 16.30 -19.22 21.50
H: 15.36 -18.02 22.33
H: 16.06 -17.64 20.67
H: 14.84 -19.40 20.01
C: 12.84 -16.23 20.11
O: 13.37 -15.11 20.86
H: 12.44 -16.96 20.72
H: 13.59 -16.71 19.50
H: 12.04 -15.97 19.48
H: 13.65 -14.46 20.23

Output
charge = 0
spin multiplicity = 1
highest occupied orbital energy = -8.841 eV
SMILES = NC(N)=O.NC(N)=O.NC(N)=O.NC(N)=O.CCO.CCO.CCO.CO.CO
orbital gap = 8.445 eV
total energy = -43470.423 eV
F_max = 0.19173 hartree/bohr
ΔE to the lowest compared entry with this formula, charge and spin = 134.5 kcal per mole

***

Entry from the OMol25 dataset: a single C3H7NO3 molecule (ωB97M-V/def2-TZVPD).

Element x y z (Å)
C: -0.34 -0.08 -0.37
C: -0.68 1.31 -0.83
O: -1.18 1.28 -2.15
N: 0.52 -0.09 0.78
C: 0.99 -1.19 1.42
O: 0.86 -2.32 0.68
O: 1.47 -1.19 2.54
H: 0.17 -0.54 -1.22
H: -1.25 -0.63 -0.12
H: 0.23 1.93 -0.80
H: -1.37 1.81 -0.15
H: -1.07 2.14 -2.53
H: 0.46 0.63 1.49
H: 1.20 -3.04 1.26

Output
charge = 0
spin multiplicity = 1
highest occupied orbital energy = -10.008 eV
SMILES = O=C(O)NCCO
orbital gap = 10.693 eV
total energy = -10857.465 eV
F_max = 0.03140 hartree/bohr
ΔE to the lowest compared entry with this formula, charge and spin = 20.8 kcal per mole

***

Entry from the OMol25 dataset: a 2-piece molecular cluster, C8H8NO4 overall (ωB97M-V/def2-TZVPD).

Element x y z (Å)
C: 2.82 0.15 -0.97
C: 2.89 0.64 0.35
C: 1.63 -0.41 -1.48
C: 1.80 0.59 1.16
C: 0.52 -0.49 -0.71
C: 0.52 0.03 0.67
C: -3.56 -1.65 -0.31
C: -3.35 1.23 1.29
N: -4.11 0.81 0.18
O: -2.42 -1.63 -0.63
O: -2.82 1.21 0.00
O: -0.49 0.03 1.36
O: -4.36 -0.61 0.06
H: 3.70 0.20 -1.60
H: 3.82 1.06 0.71
H: 1.62 -0.79 -2.49
H: 1.82 0.95 2.18
H: -0.41 -0.92 -1.05
H: -4.23 -2.53 -0.24
H: -3.61 2.20 1.70
H: -2.94 0.49 1.98

Output
charge = +1
spin multiplicity = 1
highest occupied orbital energy = -12.758 eV
orbital gap = 4.658 eV
total energy = -18091.558 eV
F_max = 0.04657 hartree/bohr
ΔE to the lowest compared entry with this formula, charge and spin = 0.0 kcal per mole